46
Properties=species:S:1:pos:R:3:forces:R:3:mulliken_charge:R:1 method="wB97M-V/def2-TZVPD" spin_multiplicity=3 total_energy_ev=-93766.9812 s2=2.00 total_charge=-1 homo_ev="-8.70 / -8.70"
Ni 1.53236 -0.56687 1.14331 1.745 -0.101 -0.451 1.8498
B -0.90164 -0.62520 0.08593 -0.089 -0.569 -0.970 0.6623
F 0.27783 -1.15029 -0.54829 0.103 0.293 0.431 -0.2506
F -0.48165 -0.34857 1.39158 -0.641 0.436 0.876 -0.6336
F -1.22120 0.56230 -0.59268 -0.417 -0.279 0.252 -0.4307
F -1.87456 -1.59450 0.06952 -0.368 0.523 -0.169 -0.2759
B 2.74894 -0.74549 3.65351 0.187 -0.398 0.931 0.4680
F 1.46643 -0.13834 3.60552 -0.073 -0.421 -0.548 -0.3654
F 2.72577 -2.08426 4.00624 -0.141 0.712 0.041 -0.3596
F 3.26910 -0.68829 2.29061 -0.514 0.571 -0.433 -0.4753
F 3.54320 0.03545 4.47544 0.273 -0.061 -0.058 -0.3698
B 1.33261 -3.52744 1.29239 -0.486 -1.692 -0.136 0.5177
F 2.19005 -2.50041 0.74005 0.233 0.393 -0.098 -0.3989
F 0.44417 -2.82570 2.10605 0.085 0.073 0.143 -0.3789
F 0.65266 -4.17263 0.24015 0.045 0.566 -0.052 -0.4147
F 2.07057 -4.52370 1.94049 -0.031 0.886 0.043 -0.3420
C -3.60121 1.26027 1.38081 0.515 -0.233 0.456 -0.2269
C -4.78309 2.07570 1.66301 0.640 0.377 -0.894 0.0924
N -5.66792 2.76782 1.89748 -0.158 -0.136 0.123 -0.4132
H -3.31523 0.98276 0.36652 -1.140 -0.019 -0.275 -0.1095
H -3.73243 0.37399 2.00091 0.501 -0.189 -0.145 0.3135
H -2.65987 1.76149 1.61961 -0.315 0.206 0.780 0.2680
C 2.34351 4.02939 2.06986 -1.251 -0.191 0.252 -1.0012
C 1.81564 2.72556 1.66448 0.558 0.052 -0.083 0.3905
N 1.39870 1.73895 1.26518 0.114 -0.554 0.266 -0.2281
H 3.42402 4.09825 2.08723 0.036 -0.138 -0.298 0.3003
H 1.95648 4.24403 3.06696 0.133 -0.019 0.043 0.2845
H 1.84399 4.72461 1.39352 0.498 0.314 -0.018 0.3133
C -0.63647 -1.59388 -3.01821 -0.594 0.516 -0.239 -0.1274
C 0.42280 -1.04876 -3.86458 -0.153 -0.481 0.213 0.4324
N 1.26374 -0.60173 -4.50508 0.064 0.044 -0.103 -0.6154
H -0.28160 -2.29809 -2.27050 0.138 0.057 -0.165 0.0847
H -1.44652 -2.03571 -3.59690 0.253 -0.148 -0.298 0.4086
H -1.08194 -0.72953 -2.51839 0.122 -0.195 0.165 -0.2336
C 4.01279 -0.06900 -2.80286 1.056 -0.183 -0.118 -0.9199
C 3.33238 -0.05587 -1.53153 -0.517 0.146 0.039 0.5202
N 2.69203 -0.03822 -0.58606 0.254 -0.249 0.479 -0.1812
H 4.45739 0.90031 -3.02771 -0.429 0.157 -0.042 0.2970
H 3.33734 -0.41332 -3.58057 -0.099 0.177 -0.077 0.2108
H 4.87714 -0.73514 -2.75380 -0.199 -0.224 0.109 0.2892
C -4.60822 -0.02237 -2.00343 0.586 0.289 0.018 -0.4583
C -4.73391 1.42858 -2.15960 -0.291 -0.305 0.394 0.3546
N -4.79848 2.56627 -2.28447 -0.016 0.142 -0.090 -0.4372
H -3.53516 -0.21243 -2.08157 -0.096 -0.378 -0.286 -0.0619
H -5.19210 -0.52585 -2.76910 0.175 -0.113 -0.053 0.3578
H -4.87843 -0.40412 -1.02106 -0.297 0.343 0.046 0.2938